1.
An isolated molecule of C9H14Si in a non-equilibrium geometry, computed with ωB97M-V/def2-TZVPD.

The geometry in XYZ format:
```
24
C9H14Si, DFT ωB97M-V/def2-TZVPD
C -1.045 3.221 -0.717
C -0.407 2.160 -0.582
C 1.726 0.875 2.127
C 1.136 1.074 1.102
C 2.365 0.800 3.409
C -0.892 -0.479 -2.605
C 0.503 -2.208 -0.683
C -2.179 -0.982 0.196
C 0.420 1.006 -0.439
Si -0.561 -0.623 -0.766
H -1.571 4.088 -0.763
H 2.747 -0.225 3.368
H 1.552 0.845 4.261
H 3.267 1.540 3.501
H 0.156 -0.200 -3.003
H -1.304 -1.434 -3.229
H -1.441 0.420 -2.953
H 1.091 -2.125 -1.547
H 1.112 -2.315 0.240
H -0.114 -3.037 -0.766
H -2.656 -1.904 -0.393
H -2.040 -1.220 1.258
H -3.075 -0.279 0.097
H 1.210 0.999 -1.113
```

Its HOMO energy is -0.3399 Eh. The frontier orbital gap is 10.07 eV. For the largest force on an atom, the calculation gives 6.7 eV Å⁻¹.



2.
A structure of composition C27H38BaBrClN3O6 in a non-equilibrium geometry, computed with ωB97M-V/def2-TZVPD.

The geometry in XYZ format:
```
77
C27H38BaBrClN3O6, DFT ωB97M-V/def2-TZVPD
O -1.099 -0.405 -4.094
C -1.682 -1.450 -3.849
C -2.978 -1.659 -3.195
C -3.142 -1.327 -1.841
H -2.285 -1.032 -1.224
C -4.416 -1.457 -1.303
H -4.598 -1.158 -0.260
C -5.464 -1.908 -2.134
H -6.492 -1.832 -1.772
C -5.229 -2.406 -3.437
H -6.034 -2.758 -4.095
C -3.926 -2.392 -3.921
H -3.599 -2.864 -4.860
H -1.204 -2.475 -3.984
C 1.411 -1.950 -2.597
C 0.770 -2.115 -1.276
H 1.103 -2.710 -3.348
H 2.520 -1.996 -2.550
H 1.134 -0.972 -3.024
C -0.172 -2.935 -0.811
C 0.437 -4.276 -0.462
H -1.267 -2.812 -0.665
H -0.087 -5.156 -0.886
H 0.491 -4.303 0.647
H 1.485 -4.219 -0.847
Ba 1.271 -0.440 0.310
Cl 0.802 -2.718 2.510
C 3.148 -0.847 3.094
O 3.519 -0.482 1.966
N 2.878 -0.020 4.113
C 3.267 1.380 4.035
C 2.166 -0.464 5.301
H 2.995 -1.920 3.295
H 3.630 1.577 3.026
H 4.045 1.584 4.783
H 2.404 2.019 4.254
H 1.788 -1.485 5.132
H 1.322 0.215 5.513
H 2.841 -0.445 6.175
H -3.235 2.914 -3.270
H -3.274 2.905 -0.567
C -3.100 1.894 -2.875
C -2.296 2.425 -0.553
N -2.040 1.858 -1.873
H -2.832 1.217 -3.696
C -0.776 1.558 -2.199
O 0.121 1.393 -1.346
H -1.524 3.164 -0.316
H -0.561 1.469 -3.274
H -4.044 1.554 -2.426
H -2.269 1.642 0.213
H 6.136 1.425 -2.802
H 4.429 3.102 -4.199
C 5.377 0.657 -2.986
C 3.878 2.157 -4.319
N 4.078 1.281 -3.174
H 5.305 -0.008 -2.124
C 3.126 1.075 -2.260
O 3.267 0.267 -1.312
H 2.806 2.377 -4.411
H 2.197 1.661 -2.404
H 5.644 0.100 -3.890
H 4.232 1.658 -5.231
Br -1.967 -1.378 4.109
C -1.690 0.400 4.606
C -2.058 0.847 5.883
C -1.700 2.133 6.308
C -0.980 2.978 5.450
C -0.640 2.544 4.173
C -1.042 1.277 3.729
C -0.517 0.834 2.403
O 0.726 1.135 2.291
O -1.213 0.277 1.515
H -2.614 0.189 6.542
H -1.976 2.480 7.305
H -0.673 3.981 5.763
H -0.053 3.172 3.495
```

Its HOMO energy (spin up / spin down) is -0.0549 / -0.0548 Eh. The frontier orbital gap (spin up / spin down) is 3.61 / 3.60 eV. Its net charge is -1. For the largest force on an atom, the calculation gives 5.4 eV Å⁻¹.



3.
A structure of composition C26H40Cl3N4O3PbSi in a non-equilibrium geometry, computed with ωB97M-V/def2-TZVPD.

The geometry in XYZ format:
```
78
C26H40Cl3N4O3PbSi, DFT ωB97M-V/def2-TZVPD
C 2.641 -2.547 -1.954
C 2.163 -1.698 -3.088
H 2.068 -3.487 -1.903
H 2.579 -2.022 -0.992
H 3.688 -2.837 -2.132
C 2.051 -2.202 -4.334
C 2.255 -3.629 -4.704
H 1.879 -1.538 -5.178
H 1.625 -4.297 -4.099
H 3.304 -3.956 -4.602
H 1.985 -3.783 -5.755
Pb 2.337 1.751 -0.188
Cl 2.971 0.145 1.634
Cl 4.500 1.642 -1.506
C -0.495 3.355 2.651
O -1.438 2.730 3.161
N -0.665 4.263 1.657
C -1.988 4.529 1.127
C 0.454 4.995 1.085
H 0.564 3.218 2.954
H -2.728 4.157 1.839
H -2.133 4.040 0.157
H -2.100 5.608 0.982
H 1.315 4.937 1.765
H 0.163 6.044 0.937
H 0.757 4.583 0.104
H -0.186 -5.160 3.485
H -1.233 -3.523 0.776
C -1.252 -5.304 3.271
C -2.075 -4.017 1.291
N -1.857 -4.099 2.720
H -1.755 -5.565 4.209
C -1.957 -2.972 3.464
O -2.310 -1.879 3.001
H -2.982 -3.441 1.080
H -1.695 -3.126 4.530
H -1.369 -6.113 2.551
H -2.169 -5.040 0.914
O 1.476 0.142 -1.576
C 2.069 -0.197 -2.829
C 0.357 0.200 -4.700
C 1.443 0.632 -3.943
H -0.050 -0.800 -4.538
C -0.160 1.021 -5.715
H 3.134 0.126 -2.787
C 1.992 1.898 -4.167
H -0.999 0.667 -6.319
C 0.414 2.265 -5.966
C 1.485 2.709 -5.183
H 2.848 2.196 -3.558
H 0.031 2.893 -6.772
H 1.942 3.682 -5.368
Si -0.713 -0.105 -1.386
Cl -0.516 -2.199 -1.319
C -2.029 -0.422 -2.753
C -0.771 1.838 -1.756
C -1.187 0.127 0.438
H -2.127 0.408 -3.462
H -2.950 -0.521 -2.176
H -1.906 -1.337 -3.342
H -0.916 -0.729 1.071
H -2.289 0.224 0.460
H -0.773 1.033 0.901
H -0.998 2.019 -2.819
H 0.155 2.409 -1.559
H -1.569 2.307 -1.154
N 2.080 0.313 8.524
C 1.317 0.318 7.637
C 0.366 0.322 6.555
C -1.017 0.287 6.812
C -1.902 0.280 5.745
C -1.363 0.317 4.447
N -0.069 0.352 4.216
C 0.800 0.355 5.211
H -1.376 0.261 7.842
H -2.983 0.248 5.852
H -2.021 0.316 3.586
H 1.862 0.385 4.941
```

Its HOMO energy is -0.2096 Eh. The frontier orbital gap is 8.19 eV. Its net charge is -1. For the largest force on an atom, the calculation gives 2.5 eV Å⁻¹.



4.
A structure of composition C4H6O2Rh in a non-equilibrium geometry, computed with ωB97M-V/def2-TZVPD.

The geometry in XYZ format:
```
13
C4H6O2Rh, DFT ωB97M-V/def2-TZVPD
O -0.563 -1.792 -1.376
C -0.059 -0.545 -1.742
C 0.462 0.318 -0.596
O -0.552 1.080 0.090
C -0.630 0.863 1.446
C 0.092 -0.168 1.957
Rh -0.448 -1.990 0.463
H -0.828 0.044 -2.284
H 0.793 -0.670 -2.444
H 1.175 1.046 -1.009
H -0.718 1.832 1.952
H 0.052 -0.190 3.052
H 1.225 0.173 0.489
```

Its HOMO energy (spin up / spin down) is -0.5210 / -0.5357 Eh. The frontier orbital gap (spin up / spin down) is 9.42 / 6.99 eV. Its net charge is +1. For the largest force on an atom, the calculation gives 4.9 eV Å⁻¹. As for the spin multiplicity: 5.



5.
A cluster of 2 separate species, C18H19NO3 in total in a non-equilibrium geometry, computed with ωB97M-V/def2-TZVPD.

The geometry in XYZ format:
```
41
C18H19NO3, DFT ωB97M-V/def2-TZVPD
C 1.944 0.611 -1.565
O 2.257 0.178 -0.215
C 1.579 0.678 0.818
C 1.953 0.106 2.139
C 2.083 0.968 3.244
C 2.448 0.462 4.489
C 2.694 -0.909 4.666
C 2.562 -1.759 3.564
C 2.229 -1.263 2.295
H 1.819 -0.307 -2.172
H 1.005 1.178 -1.554
H 2.771 1.222 -1.967
H 1.361 1.747 0.822
H 1.826 2.021 3.102
H 2.576 1.128 5.341
H 3.046 -1.301 5.625
H 2.760 -2.829 3.681
H 2.096 -1.920 1.432
C -0.978 -1.119 -4.797
C -1.423 0.188 -4.589
C -1.921 0.571 -3.347
C -1.965 -0.350 -2.296
C -2.560 0.061 -0.965
C -1.648 0.079 0.287
C -2.447 0.570 1.492
O -1.969 1.902 1.743
C -0.804 2.069 1.065
O -0.169 3.117 1.150
N -0.473 0.952 0.308
C -1.539 -1.664 -2.505
C -1.055 -2.045 -3.758
H -0.594 -1.418 -5.779
H -1.389 0.917 -5.398
H -2.293 1.586 -3.167
H -3.009 1.066 -1.050
H -3.354 -0.665 -0.698
H -1.281 -0.938 0.479
H -3.525 0.651 1.319
H -2.254 -0.081 2.361
H -1.620 -2.384 -1.684
H -0.739 -3.073 -3.915
```

Its HOMO energy is -0.3111 Eh. The frontier orbital gap is 8.19 eV. For the largest force on an atom, the calculation gives 1.6 eV Å⁻¹.



6.
A cluster of 3 separate species, C7H17NO2 in total, computed with ωB97M-V/def2-TZVPD.

The geometry in XYZ format:
```
27
C7H17NO2, DFT ωB97M-V/def2-TZVPD
C -1.167 0.484 -1.093
C 0.292 0.212 -1.521
C 1.247 1.009 -0.659
C 1.715 2.178 -1.078
C 1.717 -0.822 0.897
C 1.578 0.484 0.700
C 1.846 1.456 1.832
N -1.653 -0.428 -0.067
H -1.218 1.510 -0.716
H -1.829 0.393 -1.949
H 0.530 0.494 -2.565
H 0.449 -0.862 -1.487
H 2.260 2.828 -0.405
H 1.564 2.547 -2.085
H 2.012 -1.228 1.856
H 1.545 -1.588 0.150
H 1.711 2.506 1.580
H 1.167 1.252 2.674
H 2.830 1.277 2.242
H -0.984 -0.534 0.691
H -1.903 -1.316 -0.475
H -0.922 -3.983 -0.475
H -0.900 -3.573 -1.989
O -0.998 -3.240 -1.094
H -3.397 -1.066 1.764
H -3.591 0.288 1.273
O -3.899 -0.279 2.000
```

Its HOMO energy is -0.3159 Eh. The frontier orbital gap is 8.93 eV. For the largest force on an atom, the calculation gives 1.0 eV Å⁻¹.



7.
A cluster of 10 separate species, H20O10 in total, computed with ωB97M-V/def2-TZVPD.

The geometry in XYZ format:
```
30
H20O10, DFT ωB97M-V/def2-TZVPD
O 3.770 3.773 2.901
H 3.707 4.702 2.679
H 2.865 3.460 2.882
O -4.301 2.293 0.174
H -4.952 1.663 0.482
H -4.061 2.792 0.954
O 2.644 1.305 -1.799
H 3.387 1.809 -2.133
H 2.552 0.577 -2.413
O -2.020 -3.906 -0.634
H -1.173 -3.550 -0.368
H -2.074 -3.724 -1.572
O -2.937 2.369 -3.705
H -2.425 2.156 -2.924
H -3.823 2.524 -3.376
O -3.455 -2.747 2.896
H -3.336 -1.816 3.080
H -3.390 -2.813 1.943
O 5.963 -0.441 0.339
H 5.863 0.509 0.278
H 5.067 -0.777 0.345
O -1.628 -1.325 -3.738
H -1.999 -0.466 -3.941
H -0.702 -1.247 -3.965
O 2.265 -2.617 3.183
H 2.760 -2.345 3.956
H 1.712 -1.864 2.975
O -0.068 -0.346 0.800
H 0.592 0.277 0.494
H -0.806 -0.226 0.203
```

Its HOMO energy is -0.4155 Eh. The frontier orbital gap is 11.04 eV. For the largest force on an atom, the calculation gives 0.4 eV Å⁻¹.



8.
A structure of composition C34H31AsBF2O2PSn in a non-equilibrium geometry, computed with ωB97M-V/def2-TZVPD.

The geometry in XYZ format:
```
73
C34H31AsBF2O2PSn, DFT ωB97M-V/def2-TZVPD
Sn -2.483 -1.664 -2.988
C -3.733 -5.963 -3.058
C -3.579 -4.588 -2.504
O -3.121 -3.710 -3.290
C -3.967 -4.272 -1.149
C -4.760 -5.194 -0.433
C -5.196 -4.926 0.840
C -4.835 -3.720 1.441
C -4.040 -2.808 0.781
C -3.597 -3.061 -0.516
O -2.792 -2.145 -1.082
H -3.186 -6.036 -3.994
H -4.789 -6.150 -3.264
H -3.394 -6.720 -2.355
H -5.056 -6.117 -0.908
H -5.814 -5.637 1.367
H -5.188 -3.492 2.437
H -3.757 -1.875 1.247
F -0.239 -3.220 -0.743
B 0.903 -2.821 -0.282
F 1.731 -3.350 0.541
C -0.127 1.895 -1.304
C 1.209 2.453 -0.833
As 0.919 4.317 -0.199
C -0.076 3.752 1.390
C -1.386 4.191 1.546
C -2.136 3.799 2.649
C -1.575 2.970 3.605
C -0.263 2.533 3.460
C 0.480 2.920 2.359
C 2.649 4.587 0.658
C 3.774 3.810 0.404
C 4.969 4.068 1.063
C 5.050 5.110 1.974
C 3.934 5.898 2.223
C 2.744 5.643 1.564
P -0.217 0.074 -1.511
C 1.257 -0.391 -2.487
C 1.742 0.336 -3.579
C 2.727 -0.200 -4.398
C 3.253 -1.464 -4.167
C 2.803 -2.226 -3.087
C 1.847 -1.615 -2.318
C 0.244 -0.544 0.158
C -0.811 -0.663 1.080
C -0.555 -0.923 2.411
C 0.756 -1.081 2.855
C 1.810 -0.959 1.970
C 1.561 -0.691 0.627
H -0.460 2.364 -2.234
H -0.910 2.088 -0.559
H 1.954 2.459 -1.631
H 1.609 1.884 0.007
H -1.824 4.855 0.809
H -3.149 4.157 2.768
H -2.150 2.682 4.474
H 0.185 1.910 4.223
H 1.515 2.604 2.273
H 3.741 3.000 -0.314
H 5.838 3.458 0.861
H 5.982 5.317 2.479
H 3.995 6.716 2.926
H 1.882 6.272 1.761
H 1.324 1.309 -3.804
H 3.082 0.375 -5.242
H 4.023 -1.864 -4.812
H 3.212 -3.198 -2.864
H 1.487 -2.110 -1.348
H -1.829 -0.526 0.741
H -1.372 -0.985 3.115
H 0.950 -1.288 3.898
H 2.827 -1.066 2.317
H 2.400 -0.539 -0.040
```

Its HOMO energy is -0.4606 Eh. The frontier orbital gap is 5.80 eV. Its net charge is +2. For the largest force on an atom, the calculation gives 1.4 eV Å⁻¹.



9.
An isolated molecule of CH2ClNO in a non-equilibrium geometry, computed with ωB97M-V/def2-TZVPD.

The geometry in XYZ format:
```
6
CH2ClNO, DFT ωB97M-V/def2-TZVPD
C 0.250 -0.411 0.085
N -0.574 0.937 0.102
O -1.613 0.915 -0.429
Cl 1.826 0.291 -0.251
H -0.279 -1.119 -0.608
H 0.390 -0.613 1.100
```

Its HOMO energy is -0.3440 Eh. The frontier orbital gap is 9.28 eV. For the largest force on an atom, the calculation gives 2.8 eV Å⁻¹.



10.
A structure of composition C28H25BCoN6O3S in a non-equilibrium geometry, computed with ωB97M-V/def2-TZVPD.

The geometry in XYZ format:
```
65
C28H25BCoN6O3S, DFT ωB97M-V/def2-TZVPD
Co 1.065 0.643 -0.059
O 2.097 -3.185 -0.665
C 1.956 -2.038 -0.319
N 1.300 -1.020 -0.970
C 0.904 -1.136 -2.288
O 1.223 -1.984 -3.081
C 0.021 0.010 -2.647
C -0.673 0.047 -3.836
C -1.507 1.127 -4.077
C -1.632 2.107 -3.104
C -0.899 2.000 -1.936
N -0.073 0.970 -1.719
C 2.476 -1.538 0.995
C 3.387 -2.245 1.751
C 3.794 -1.706 2.962
C 3.250 -0.498 3.380
C 2.346 0.151 2.560
N 1.984 -0.361 1.382
H -0.538 -0.765 -4.537
H -2.047 1.206 -5.011
H -2.282 2.959 -3.244
H -0.958 2.762 -1.174
H 3.755 -3.188 1.371
H 4.520 -2.222 3.576
H 3.529 -0.053 4.324
H 1.892 1.093 2.840
O -0.533 0.240 0.946
S -2.005 0.288 0.498
C -2.877 -0.194 1.964
C -4.217 0.152 2.048
C -4.929 -0.214 3.180
C -4.296 -0.903 4.206
C -2.949 -1.230 4.108
C -2.225 -0.874 2.981
C -2.263 -1.162 -0.504
C -1.466 -2.283 -0.324
C -1.622 -3.360 -1.181
C -2.595 -3.318 -2.175
C -3.411 -2.205 -2.319
C -3.235 -1.105 -1.491
H -4.698 0.702 1.248
H -5.974 0.048 3.263
H -4.853 -1.177 5.091
H -2.458 -1.761 4.913
H -1.172 -1.104 2.893
H -0.732 -2.304 0.469
H -0.980 -4.224 -1.079
H -2.717 -4.163 -2.839
H -4.178 -2.188 -3.081
H -3.839 -0.213 -1.615
B 0.323 5.052 -0.175
C 0.698 3.581 0.171
N 0.992 2.489 0.424
H 0.747 5.753 0.712
H -0.884 5.115 -0.263
H 0.876 5.290 -1.228
N 3.579 2.130 -0.225
C 4.882 2.088 -0.528
C 5.103 0.914 -1.213
C 3.852 0.297 -1.286
N 2.932 1.047 -0.679
H 3.055 2.856 0.240
H 5.551 2.885 -0.252
H 6.034 0.550 -1.609
H 3.594 -0.635 -1.758
```

Its HOMO energy is -0.4489 Eh. The frontier orbital gap is 8.55 eV. Its net charge is +1. For the largest force on an atom, the calculation gives 1.7 eV Å⁻¹.



11.
A structure of composition C26H27N3O6RhS, computed with ωB97M-V/def2-TZVPD.

The geometry in XYZ format:
```
64
C26H27N3O6RhS, DFT ωB97M-V/def2-TZVPD
Rh 0.894 0.048 -0.152
O -2.460 -2.208 1.851
C -1.789 -2.414 3.008
C -2.484 -3.043 4.040
C -1.866 -3.279 5.249
C -0.543 -2.891 5.461
C 0.147 -2.269 4.446
C -0.457 -2.020 3.206
C 0.307 -1.346 2.147
O -0.238 -1.225 0.954
N 1.483 -0.859 2.428
N 2.049 -0.236 1.346
C 3.301 0.043 1.295
C 3.991 0.715 0.227
C 5.392 0.806 0.352
C 6.161 1.437 -0.591
C 5.530 2.013 -1.698
C 4.164 1.950 -1.847
C 3.361 1.301 -0.898
O 2.051 1.315 -1.093
H -1.851 -1.751 1.245
H -3.510 -3.334 3.860
H -2.418 -3.769 6.040
H -0.063 -3.078 6.411
H 1.173 -1.959 4.586
H 3.870 -0.263 2.167
H 5.861 0.359 1.221
H 7.234 1.491 -0.478
H 6.122 2.515 -2.454
H 3.671 2.393 -2.702
O 1.930 -3.234 -2.409
C 1.270 -2.326 -1.766
O 1.864 -1.509 -1.058
C -0.227 -2.306 -1.987
N -0.607 -3.429 -2.845
C -1.482 -2.932 -3.935
C -1.880 -1.516 -3.515
C -0.641 -1.041 -2.762
H -0.708 -2.334 -1.008
H -1.051 -4.166 -2.315
H 1.225 -3.740 -2.902
H -2.339 -3.590 -4.061
H -0.928 -2.921 -4.874
H -2.740 -1.549 -2.844
H -2.128 -0.878 -4.361
H -0.836 -0.184 -2.105
H 0.146 -0.748 -3.462
C 0.309 4.112 0.155
S -0.461 2.603 -0.397
O -0.173 1.552 0.708
C -2.181 2.977 -0.284
C -2.877 2.769 0.899
C -4.228 3.075 0.931
C -4.855 3.586 -0.199
C -4.144 3.783 -1.376
C -2.796 3.464 -1.430
H -0.171 4.465 1.065
H 0.215 4.841 -0.648
H 1.357 3.866 0.320
H -2.372 2.362 1.765
H -4.793 2.915 1.839
H -5.909 3.827 -0.165
H -4.641 4.173 -2.254
H -2.232 3.591 -2.346
```

Its HOMO energy is -0.3811 Eh. The frontier orbital gap is 6.83 eV. Its net charge is +1. For the largest force on an atom, the calculation gives 0.7 eV Å⁻¹.